(one)
C2HN5O | ωB97M-V with the def2-TZVPD basis set

## Properties
* net charge: 0
* frontier orbital gap: 8.0 eV
* HOMO energy: -9.81 eV
* structure (SMILES): O=c1nncnnn1
* multiplicity: 1

XYZ file:
```
9
C2HN5O, DFT ωB97M-V with the def2-TZVPD basis set
N -1.185 -0.767 0.334
O 2.390 -0.034 0.589
N 0.751 -1.265 -0.544
N -0.330 1.411 -0.404
N -0.473 -1.509 -0.403
C 1.373 -0.181 -0.098
C -1.245 0.502 0.379
H -2.025 0.921 0.870
N 0.742 0.921 -0.723
```

=====

(two)
C2HN5O | ωB97M-V with the def2-TZVPD basis set

## Properties
* net charge: 0
* frontier orbital gap: 8.4 eV
* HOMO energy: -9.65 eV
* structure (SMILES): O=c1nncnnn1
* multiplicity: 1

XYZ file:
```
9
C2HN5O, DFT ωB97M-V with the def2-TZVPD basis set
N 1.362 -0.640 -0.477
N -0.621 -1.292 0.307
N 1.022 0.304 -1.194
C 0.714 -0.934 0.752
N 0.186 1.317 -0.760
N -1.373 -0.503 -0.195
H -1.528 1.716 0.071
C -0.957 0.921 -0.302
O 1.195 -0.888 1.799
```

=====

(three)
C2HN5O | ωB97M-V with the def2-TZVPD basis set

## Properties
* net charge: 0
* frontier orbital gap: 7.6 eV
* HOMO energy: -9.38 eV
* structure (SMILES): O=c1ncnnnn1
* multiplicity: 1

XYZ file:
```
9
C2HN5O, DFT ωB97M-V with the def2-TZVPD basis set
N -0.901 1.415 -0.164
O -0.038 -1.062 1.906
C -0.280 -0.783 0.763
N -0.026 -1.456 -0.394
N -1.130 0.461 0.557
C 0.557 -0.666 -1.237
N 1.093 0.588 -0.979
H 1.046 -1.110 -2.102
N 0.621 1.607 -0.491
```

=====

(four)
C2HN5O | ωB97M-V with the def2-TZVPD basis set

## Properties
* net charge: 0
* frontier orbital gap: 8.2 eV
* HOMO energy: -10.47 eV
* structure (SMILES): O=c1nncnnn1
* multiplicity: 1

XYZ file:
```
9
C2HN5O, DFT ωB97M-V with the def2-TZVPD basis set
N 1.381 -0.747 0.278
N -0.589 -1.138 -0.795
C -1.282 -0.332 -0.175
N 0.675 -1.257 -0.601
N -1.112 1.109 -0.701
N 0.122 1.331 -0.296
C 1.127 0.556 0.387
O -1.939 -0.606 0.827
H 1.618 1.085 1.076
```

=====

Ranked by calculated energy, most stable first: (three), (two), (one), (four).

=====

(one)
C2H4F2 | ωB97M-V with the def2-TZVPD basis set

## Properties
* net charge: 0
* frontier orbital gap: 10.2 eV
* HOMO energy: -10.06 eV
* multiplicity: 1

XYZ file:
```
8
C2H4F2, DFT ωB97M-V with the def2-TZVPD basis set
H -1.418 -0.424 0.324
C -0.703 -0.247 -0.466
H -1.104 0.508 -1.019
C 0.579 0.094 0.348
H 0.788 1.862 0.880
F 0.686 -0.772 1.389
F 1.805 0.074 -0.223
H -0.633 -1.094 -1.232
```

=====

(two)
C2H4F2 | ωB97M-V with the def2-TZVPD basis set

## Properties
* net charge: 0
* frontier orbital gap: 13.1 eV
* HOMO energy: -11.97 eV
* structure (SMILES): CC(F)F
* multiplicity: 1

XYZ file:
```
8
C2H4F2, DFT ωB97M-V with the def2-TZVPD basis set
H -1.243 1.437 0.851
H 0.871 0.000 0.498
F -1.409 1.204 -1.319
C 0.168 -0.203 -0.289
C -0.574 1.056 -0.221
F 0.349 2.096 -0.376
H -0.357 -1.079 -0.283
H 0.713 -0.079 -1.156
```

=====

Ranked by calculated energy, most stable first: (two), (one).

=====

(one)
C19H29IrN9OS2 | ωB97M-V with the def2-TZVPD basis set

## Properties
* net charge: +4
* expectation value of S²: 0.755
* frontier orbital gap (spin up / spin down): 6.6 / 5.3 eV
* HOMO energy (spin up / spin down): -18.96 / -18.93 eV
* multiplicity: 2

XYZ file:
```
61
C19H29IrN9OS2, DFT ωB97M-V with the def2-TZVPD basis set
H -3.942 -0.007 -2.711
H -4.686 0.386 1.506
H 0.799 3.009 1.833
C 1.769 -3.086 -0.573
O -1.214 -2.040 0.795
C 1.099 -0.300 -2.920
H 0.712 2.054 -0.958
H 3.020 -1.658 -1.346
C -1.853 -4.728 0.908
H -0.308 4.279 -1.734
N 0.314 2.148 -0.020
H 2.170 -0.384 -2.799
C -0.959 2.918 -0.165
H 2.398 -5.153 -0.798
H 1.947 4.341 -0.694
C 1.228 2.960 0.829
C 0.505 -0.264 -4.159
H -0.243 5.293 1.034
N 1.692 -0.353 2.918
H -2.648 -4.345 0.274
C -3.593 0.084 -1.690
N -1.774 0.195 -0.142
H -0.159 -1.070 2.712
C 0.142 -0.173 -1.888
H 3.517 -3.292 -1.553
C -4.011 0.303 0.666
C 1.475 4.365 0.289
C 1.608 -4.498 -0.459
H -0.064 0.566 2.838
N -0.555 -4.198 0.433
H -1.814 -5.811 0.838
H 1.803 -0.535 3.910
S 2.544 0.062 0.405
C -0.363 -2.868 0.396
H 0.357 6.029 -0.295
C -2.654 0.283 0.873
H 0.990 -0.324 -5.123
H -2.015 -4.429 1.940
N 0.779 -2.283 -0.088
H -1.437 2.970 0.816
N 0.377 -0.251 2.418
S -1.183 -0.096 -4.091
H 2.112 4.935 0.965
H -1.632 2.401 -0.835
H 2.198 2.481 0.900
H -5.553 0.199 -0.834
N 3.960 -0.254 2.603
H -1.699 4.852 -0.803
C 2.744 -0.205 2.113
H -2.245 0.358 1.872
Ir 0.267 -0.221 0.123
C -2.229 0.070 -1.422
H 4.153 -0.369 3.591
H 0.281 -6.076 0.095
C 0.460 -5.012 0.021
C -4.488 0.198 -0.642
N 0.184 5.107 0.121
H 4.766 -0.181 1.995
N 2.855 -2.632 -1.171
C -0.755 4.314 -0.740
C -1.147 -0.061 -2.378
```

=====

(two)
C19H29IrN9OS2 | ωB97M-V with the def2-TZVPD basis set

## Properties
* net charge: +4
* expectation value of S²: 0.778
* frontier orbital gap (spin up / spin down): 4.3 / 4.9 eV
* HOMO energy (spin up / spin down): -18.40 / -18.39 eV
* multiplicity: 2

XYZ file:
```
61
C19H29IrN9OS2, DFT ωB97M-V with the def2-TZVPD basis set
C 0.066 -3.752 -0.530
H -4.428 -1.841 -3.225
C 0.659 -4.946 -0.963
H -2.841 4.141 -1.392
H -0.796 -0.463 3.371
H -5.333 -2.600 -1.158
C -4.107 -2.799 0.582
H -0.934 1.910 3.299
Ir -0.054 -0.263 0.441
C -2.363 -1.203 -0.766
H -1.517 -2.826 2.640
C -0.443 1.381 5.308
O -1.548 -0.465 -1.355
H 0.406 0.625 7.047
H 1.141 2.175 -1.295
H -3.064 -3.600 2.799
H 3.813 -3.778 -1.132
C -2.849 -2.451 1.148
N -3.540 -1.570 -1.352
N 0.261 1.657 -1.343
N -2.761 3.494 -0.619
C 1.148 -0.595 3.982
H -0.028 -1.266 5.686
C -0.118 1.404 3.812
H 0.796 1.973 3.642
N -2.467 -2.939 2.324
C 0.867 -0.670 5.488
N -2.037 -1.624 0.475
H -1.382 0.853 5.492
H -1.003 -3.708 -0.385
H 2.798 1.724 0.844
C 2.032 -4.974 -1.158
C 3.030 0.747 0.457
H -4.401 -0.168 -2.652
H 1.299 -1.609 3.612
H -4.794 -3.430 1.121
C -4.405 -2.347 -0.665
H 2.528 -5.876 -1.485
N 0.068 0.064 3.247
H -0.859 3.172 -2.230
C 4.323 0.406 0.058
C 2.752 -3.812 -0.940
H 5.182 1.057 0.079
H 0.049 -5.820 -1.135
C -1.764 2.641 -0.492
S -1.728 1.662 0.919
S 4.468 -1.175 -0.504
H -2.904 -0.932 -3.223
H -0.554 2.403 5.675
H 1.710 -1.145 5.992
C 2.099 -0.286 0.315
C 2.746 -1.432 -0.205
C 2.084 -2.658 -0.478
H 1.510 1.242 5.990
C -3.837 -1.102 -2.691
N 0.644 0.689 6.046
N 0.744 -2.657 -0.270
H 2.069 -0.038 3.798
N -0.813 2.555 -1.418
H 0.280 1.076 -2.184
H -3.454 3.590 0.112
```

=====

Ranked by calculated energy, most stable first: (one), (two).